18
Properties=species:S:1:pos:R:3:forces:R:3:mulliken_charge:R:1 method="wB97M-V/def2-TZVPD" lumo_ev=-3.6 smiles=C[NH2+][Si@H](C)OC e_above_lowest_kcal_mol=16.1 total_charge=+1
C -2.0844 -1.3075 0.2741 -1.856 2.177 0.657 -0.636
C -0.3609 2.4370 0.2323 -3.063 -1.263 0.023 -0.932
C 1.9945 -1.3049 0.4051 1.916 1.816 -0.237 -0.833
N 1.4013 -0.0902 -0.4224 0.199 -1.889 -1.641 -0.446
O -1.3946 -0.0867 0.5011 0.834 0.575 -0.484 -0.143
Si -0.5846 0.7163 -0.6193 1.141 2.107 1.648 0.397
H -1.3957 -1.9425 -0.2103 0.040 -1.614 -0.199 0.334
H -2.9706 -0.9951 -0.2974 0.259 -0.913 -0.420 0.289
H -2.4838 -1.4755 1.2657 0.258 -1.423 0.026 0.243
H -0.9771 2.4149 1.2220 0.977 -0.269 -1.790 0.271
H 0.6067 2.7298 0.5054 1.466 0.531 -0.031 0.367
H -0.8852 3.1525 -0.4300 0.596 0.029 0.390 0.321
H 1.7216 -2.1863 -0.0874 -1.127 -1.269 -0.436 0.356
H 1.7881 -1.3190 1.4580 -0.438 0.342 0.243 0.300
H -1.0987 0.6603 -2.0888 0.868 -0.339 1.240 0.006
H 2.1521 0.5730 -0.6666 -0.444 0.175 0.904 0.372
H 1.4556 -0.6418 -1.2946 -0.466 0.597 -0.213 0.375
H 3.1156 -1.3341 0.2531 -1.158 0.629 0.318 0.358

=====

18
Properties=species:S:1:pos:R:3:forces:R:3:mulliken_charge:R:1 method="wB97M-V/def2-TZVPD" lumo_ev="-4.8 / -5.0" e_above_lowest_kcal_mol=67.2 total_charge=+1
C -0.2084 -0.5614 1.4798 0.226 -1.443 -0.530 -1.018
C 1.2057 0.5884 -0.3199 -0.286 -2.284 3.849 -0.989
C -1.0327 -0.3210 -0.6744 0.230 -0.873 -3.214 -0.211
N -0.0443 -0.1178 0.0764 -0.335 0.875 -0.379 0.245
P 1.4883 -2.4313 -1.6781 0.248 -0.435 -0.144 -0.133
P -1.7149 3.3307 0.7346 1.464 -1.814 0.422 -0.041
H -0.3144 -1.6563 1.3953 -0.459 0.405 0.221 0.397
H 0.6823 -0.4840 2.0906 0.080 0.884 -0.064 0.381
H -1.1062 -0.0776 1.8379 0.119 -0.031 0.590 0.359
H 1.9328 -0.2426 -0.2812 0.178 0.648 0.056 0.377
H 1.2023 0.9922 -1.2694 -0.417 1.191 -1.699 0.359
H 1.2974 1.2106 0.5924 0.751 0.446 -1.182 0.378
H -1.0593 -0.2668 -1.8011 0.718 0.979 1.320 0.314
H -1.8809 -0.8747 -0.3862 -0.931 -0.343 1.247 0.289
H 2.3240 -1.9627 -2.7249 -0.011 -0.107 0.099 0.103
H 2.4340 -3.3775 -1.1928 -0.122 0.156 -0.164 0.116
H -2.3613 2.2128 1.4331 0.295 0.699 -0.386 0.003
H -2.8443 4.0389 0.6880 -1.746 1.044 -0.044 0.069

=====

17
Properties=species:S:1:pos:R:3:forces:R:3:mulliken_charge:R:1 method="wB97M-V/def2-TZVPD" lumo_ev=-3.6 e_above_lowest_kcal_mol=17.5 total_charge=+1
C 1.8329 1.7658 -1.0538 2.047 -1.207 0.618 -0.796
N 0.5304 1.3650 -1.6097 -0.260 -0.302 0.339 -0.128
H 2.0637 2.7922 -1.3194 0.075 -0.154 0.010 0.355
H 1.9845 1.5557 0.0128 -1.336 0.694 0.128 0.338
H 2.6060 1.0340 -1.3242 -0.145 0.539 -1.188 0.338
H 0.4693 1.4935 -2.6173 -0.074 0.812 -0.071 0.392
H -0.1801 1.8743 -1.0787 -0.377 -0.149 -0.621 0.366
H 0.3356 0.3576 -1.5344 0.017 -0.396 0.932 0.041
C -1.5394 -0.5801 1.7695 0.445 -0.409 -0.003 -0.839
C -1.1879 -1.8623 1.0460 -0.643 -1.274 -0.857 -0.421
S -0.0373 -1.8485 -0.3728 0.342 0.162 0.012 -0.318
H -1.5406 0.2567 1.0688 -0.356 -0.026 0.043 0.203
H -0.8455 -0.3191 2.5736 -0.155 -0.195 -0.029 0.293
H -2.5364 -0.7918 2.1601 0.057 0.640 0.234 0.301
H -1.0754 -2.7728 1.6556 0.732 0.639 0.167 0.421
H -2.0574 -2.2199 0.4781 -0.199 0.531 0.029 0.282
H 1.1777 -2.1003 0.1457 -0.169 0.093 0.257 0.172

=====

17
Properties=species:S:1:pos:R:3:forces:R:3:mulliken_charge:R:1 method="wB97M-V/def2-TZVPD" lumo_ev=-3.6 e_above_lowest_kcal_mol=27.5 total_charge=+1
C -2.0772 -1.2386 -0.1164 0.439 0.154 -0.799 -0.776
N -0.8290 -1.3760 0.7149 0.474 -1.540 -0.986 -0.226
H -2.0473 -1.8185 -1.1501 0.254 1.418 2.364 0.303
H -2.1464 -0.1284 -0.1864 -0.759 -1.024 -0.510 0.328
H -2.7832 -1.6883 0.5658 -0.993 0.231 -0.509 0.390
H -0.6797 -2.3907 0.8527 0.358 0.605 0.106 0.377
H 0.0108 -0.9743 0.2159 -0.066 0.070 1.047 0.030
H -0.9681 -0.9648 1.6475 0.325 0.089 -0.492 0.389
C 1.2131 1.8582 0.9207 0.866 0.083 1.960 -0.823
S 1.8983 0.3123 0.2381 -0.127 0.613 -1.742 -0.094
C 1.3750 0.4409 -1.6115 -0.380 0.160 0.981 -0.664
H 1.3906 2.8596 0.5154 0.009 -0.622 -0.974 0.365
H 0.1733 1.7316 1.2068 -0.177 0.159 -0.199 0.279
H 1.7823 1.9740 1.8821 -0.569 -0.405 -0.559 0.311
H 0.6104 1.2616 -1.4887 0.917 -0.790 -0.937 0.254
H 0.8463 -0.5179 -1.8743 0.689 0.981 0.022 0.255
H 2.2308 0.6591 -2.3324 -1.261 -0.183 1.227 0.302

=====

17
Properties=species:S:1:pos:R:3:forces:R:3:mulliken_charge:R:1 method="wB97M-V/def2-TZVPD" lumo_ev=-3.7 e_above_lowest_kcal_mol=11.8 total_charge=+1
C -0.4588 -3.3054 -1.0309 0.583 0.231 0.482 -1.048
H 0.1758 -3.3786 -0.1398 0.019 0.043 0.015 0.222
H -0.0895 -2.5266 -1.6966 -0.065 0.039 -0.017 0.261
H -1.4751 -3.1061 -0.7080 -0.146 -0.190 -0.229 0.329
H -0.3150 -4.2648 -1.5062 -0.400 -0.174 -0.237 0.333
C 0.9624 0.1730 0.2582 -0.690 -0.062 -0.264 -0.430
C -0.3736 0.8150 0.6431 0.814 0.273 -0.223 -0.801
S -0.6656 2.2870 -0.3874 -0.083 -0.097 0.072 -0.147
N 1.1593 -1.1053 1.0654 0.194 0.579 -0.741 -0.194
H 1.8164 0.8244 0.4102 0.005 0.032 0.114 0.382
H 0.9166 -0.1314 -0.7857 0.235 -0.053 -0.003 0.323
H -0.2862 1.1908 1.6639 -0.341 -0.068 0.047 0.355
H -1.1825 0.0942 0.5506 -0.147 0.061 0.129 0.413
H -1.1829 1.6628 -1.4607 0.087 -0.052 0.145 0.158
H 2.0840 -1.4918 0.8681 -0.053 -0.152 0.139 0.405
H 0.4506 -1.7695 0.7317 0.123 -0.146 0.450 0.078
H 1.0830 -0.9038 2.0606 -0.133 -0.264 0.122 0.362

=====

17
Properties=species:S:1:pos:R:3:forces:R:3:mulliken_charge:R:1 method="wB97M-V/def2-TZVPD" lumo_ev=-3.3 e_above_lowest_kcal_mol=77.4 total_charge=+1
C 0.7606 -1.3917 -0.1136 -0.140 -0.098 -0.407 -0.814
C 1.8159 0.7842 0.1334 2.130 0.304 -0.983 -0.855
C -0.5569 0.5750 0.3784 -2.383 5.033 -2.919 -0.930
N 0.5559 0.1152 -0.4156 2.739 -2.164 2.731 0.064
Si -2.4257 -0.0040 -0.0320 2.032 0.048 -0.386 0.472
H 1.4282 -1.5141 0.7527 -0.657 0.256 -0.214 0.363
H -0.2199 -1.8403 0.0459 0.209 0.017 0.029 0.298
H 1.2450 -1.8911 -0.9507 -0.030 0.230 -0.150 0.349
H 1.6824 1.3990 1.0622 -0.313 -0.918 -1.011 0.327
H 2.6539 0.0332 0.2519 -1.224 0.737 0.132 0.398
H 2.2083 1.4168 -0.6795 -0.339 0.209 0.471 0.353
H -0.3973 2.0495 0.1777 -0.983 -4.483 1.018 0.341
H -0.4015 0.3218 1.3760 0.749 -0.009 1.780 0.445
H 0.5355 0.2577 -1.4099 -0.593 0.239 -0.432 0.368
H -2.5572 0.1835 -1.4636 -0.419 0.773 -0.408 -0.067
H -3.0615 0.8711 0.9701 -0.479 -0.466 -0.195 -0.032
H -2.3986 -1.4983 -0.1159 -0.298 0.293 0.944 -0.080

=====

18
Properties=species:S:1:pos:R:3:forces:R:3:lowdin_spin:R:1 method="wB97M-V/def2-TZVPD" lumo_ev="3.1 / 3.0" multiplicity=2 e_above_lowest_kcal_mol=13.7 total_charge=-1
C 2.5560 -0.6159 -0.6502 0.619 1.368 -0.832 0.056
C 2.0989 -1.3684 0.5730 -1.279 -0.549 -0.092 0.040
S 0.7133 -2.5673 0.2030 0.681 0.414 -0.209 0.051
C -0.5095 -1.4358 -0.5118 -0.692 -0.142 0.752 0.053
H 2.4955 0.4712 -0.4982 -0.223 -0.140 0.211 0.035
H 3.5943 -0.7235 -0.9804 0.041 -0.608 0.412 0.003
H 1.9726 -0.7773 -1.5551 -0.214 -0.320 0.149 0.002
H 2.8716 -1.9490 1.0687 0.056 -0.068 -0.051 0.003
H 1.6472 -0.6943 1.2992 0.258 0.142 0.073 0.034
H -0.1385 -0.7352 -1.2524 0.169 -0.164 -0.127 0.013
H -1.0098 -0.8655 0.2722 0.318 0.202 0.065 0.032
H -1.3091 -2.0632 -0.9126 0.245 -0.050 -0.329 0.007
H -4.8120 2.5924 0.5380 0.029 -0.218 -0.196 0.036
H -5.0571 1.3249 -0.3261 -0.198 0.965 0.354 0.024
O -5.4434 2.1956 -0.0805 0.221 -0.728 -0.148 0.093
H -0.4991 2.8488 1.1854 0.021 -0.111 -0.076 0.098
H 0.8675 2.1645 1.0086 -0.457 0.067 -0.132 0.097
O -0.0384 2.1980 0.6190 0.406 -0.061 0.174 0.323

=====

19
Properties=species:S:1:pos:R:3:forces:R:3:mulliken_charge:R:1 method="wB97M-V/def2-TZVPD" lumo_ev=0.2 smiles=CCSSC.O.O e_above_lowest_kcal_mol=39.2
C -0.2943 -1.6138 -0.7752 2.640 1.120 1.301 -0.536
C -0.5870 -2.3799 0.5540 3.038 1.360 -0.617 -0.526
S 1.0118 -2.1525 1.5014 -0.754 0.508 0.497 -0.134
S 0.7657 -0.2533 2.2914 -0.243 -0.544 0.793 -0.120
C 1.1755 1.0195 1.1009 -0.025 0.343 0.190 -0.361
H 0.8881 -1.4818 -1.0765 -2.907 -1.370 0.696 0.259
H -0.4604 -0.5424 -0.6359 -0.908 -0.187 -0.200 -0.245
H -0.8873 -2.0934 -1.4885 -0.733 -0.062 -1.819 0.464
H -1.4323 -2.0511 1.1325 -0.231 0.277 0.097 0.360
H -0.6287 -3.4258 0.3662 -0.169 -0.944 -0.096 0.324
H 0.9033 0.7056 0.1152 -0.157 0.156 -0.115 -0.172
H 0.6545 1.9491 1.3884 -0.334 -0.632 -0.151 0.294
H 2.2047 1.3154 1.1041 0.890 -0.276 0.085 0.408
H 1.5349 1.9505 -1.8666 -2.228 -0.263 0.681 0.285
H 0.1125 1.3887 -2.2375 0.067 -0.011 -0.237 0.318
O 0.5838 1.8327 -1.5267 1.977 0.535 -1.157 -0.617
H -1.5511 2.5802 -0.4808 -1.636 -1.974 2.394 0.342
H -1.8592 1.1572 0.2878 0.084 0.885 -0.262 0.316
O -2.1347 2.0952 0.2460 1.630 1.081 -2.080 -0.661

=====

18
Properties=species:S:1:pos:R:3:forces:R:3:mulliken_charge:R:1 method="wB97M-V/def2-TZVPD" lumo_ev=0.7 smiles=CO.CO.CO e_above_lowest_kcal_mol=40.6
C -1.5090 -3.9436 -0.8606 -0.496 0.578 0.309 -0.353
O -1.0710 -4.2991 0.4244 0.683 -0.457 0.499 -0.495
H -2.5923 -4.0636 -0.8470 -0.135 -0.199 -0.787 0.244
H -1.3227 -2.8772 -0.9880 0.186 -0.047 -0.211 0.010
H -0.9818 -4.5328 -1.6110 -0.316 0.171 -0.318 0.259
H -0.8969 -5.2409 0.3590 0.077 -0.045 0.503 0.312
C 1.0341 -0.0229 -1.2356 1.256 0.269 0.926 -0.282
O 0.7304 1.2808 -0.7446 -0.728 -0.014 0.070 -0.507
H 1.5470 0.1103 -2.1881 -0.286 -0.602 -0.212 0.268
H 1.7476 -0.3984 -0.5021 0.338 -0.034 -0.217 0.227
H 0.2608 -0.7897 -1.1888 -0.550 0.494 -0.486 -0.013
H -0.0718 1.6008 -1.1637 -0.067 -0.005 -0.101 0.290
C 0.4502 4.1888 1.8940 0.867 -0.481 0.832 -0.556
O 0.5332 2.7564 1.8887 -0.132 0.867 -0.410 -0.458
H -0.5804 4.5409 1.8486 0.058 0.109 -0.174 0.225
H 0.9275 4.5170 2.8173 -0.385 0.123 0.263 0.219
H 1.1060 4.6153 1.1350 -0.387 0.103 -0.422 0.269
H 0.6891 2.5581 0.9624 0.016 -0.830 -0.063 0.340

=====

18
Properties=species:S:1:pos:R:3:forces:R:3:mulliken_charge:R:1 method="wB97M-V/def2-TZVPD" lumo_ev=0.4 smiles="C=CC.O.O.O" e_above_lowest_kcal_mol=5.7
C 0.3250 -1.6559 0.5266 -0.011 0.098 0.049 -0.647
C -1.1367 -1.6444 0.8607 0.133 0.016 -0.085 0.021
C -1.9827 -0.6926 0.4960 -0.265 0.103 0.073 -0.717
H 0.5782 -2.5335 -0.0716 0.022 -0.030 0.003 0.358
H 0.6042 -0.7554 -0.0228 -0.026 -0.029 -0.006 -0.028
H 0.9330 -1.6895 1.4342 -0.007 -0.040 -0.035 0.290
H -1.5086 -2.4898 1.4331 0.005 0.014 0.006 0.295
H -3.0283 -0.7426 0.7667 -0.069 -0.092 0.059 0.224
H -1.6930 0.1809 -0.0748 0.213 -0.055 -0.064 0.240
H 0.6099 1.6025 -1.4761 0.006 0.085 -0.075 0.353
H -0.4208 2.7675 -1.3600 0.098 -0.058 -0.053 0.298
O -0.2037 1.8912 -1.0283 -0.136 0.045 0.141 -0.646
H 1.9172 -0.1002 -2.4697 -0.018 0.005 -0.025 0.324
H 2.8395 0.7440 -1.5893 -0.037 0.038 -0.008 0.330
O 2.1049 0.8083 -2.2106 0.084 -0.068 0.041 -0.713
H -0.3240 0.8949 2.0481 -0.011 0.011 -0.009 0.323
H 0.0947 1.8109 0.9050 0.015 -0.046 0.005 0.363
O 0.2912 1.6038 1.8329 0.002 0.005 -0.020 -0.669

=====

18
Properties=species:S:1:pos:R:3:forces:R:3:mulliken_charge:R:1 method="wB97M-V/def2-TZVPD" lumo_ev=0.5 smiles=CC(C)O.O.O e_above_lowest_kcal_mol=6.9
O -1.1259 1.2627 1.2442 -0.133 1.139 0.754 -0.660
H -1.2584 0.5931 0.5731 -0.248 -0.497 -0.175 0.422
H -0.4162 0.9206 1.7878 0.098 0.028 0.192 0.281
O 0.0227 3.6029 0.4052 0.371 0.856 -0.211 -0.658
H -0.7151 3.0667 0.6957 -0.200 -0.517 0.193 0.383
H 0.5950 2.9922 -0.0592 0.041 -0.093 -0.031 0.273
C 0.5059 -0.1112 -1.3865 -0.488 -0.773 -0.947 -0.776
C -0.0983 -1.2914 -0.6186 3.244 0.573 1.122 0.257
C 0.8100 -1.6730 0.6239 0.037 -0.283 -1.232 -1.104
O -1.2774 -0.8567 -0.0928 -2.641 -0.175 -0.023 -0.579
H -0.1442 -0.0248 -2.2571 0.139 0.350 -0.258 0.333
H 1.4978 -0.3778 -1.7513 0.049 0.181 0.113 0.384
H 0.4959 0.8648 -0.9013 0.104 -0.350 0.415 -0.131
H -0.2953 -2.0901 -1.3336 0.439 -0.379 0.160 0.326
H 1.8274 -1.9530 0.3508 -0.071 -0.331 -0.290 0.368
H 0.3578 -2.4910 1.1847 0.029 0.004 0.091 0.345
H 0.9746 -0.8202 1.2824 -0.495 0.167 -0.064 0.232
H -1.7563 -1.6137 0.2524 -0.277 0.102 0.191 0.304

=====

20
Properties=species:S:1:pos:R:3:forces:R:3:lowdin_spin:R:1 method="wB97M-V/def2-TZVPD" lumo_ev="2.6 / 2.6" multiplicity=2 e_above_lowest_kcal_mol=43.1 total_charge=-1
C 1.0323 1.6678 0.7115 0.867 2.568 0.755 0.024
C 0.1603 0.5104 0.9268 -0.904 -3.693 0.302 0.013
O -0.0564 -0.2546 -0.2876 2.304 0.048 -1.687 0.004
C 2.3137 1.3838 -0.1627 -2.144 0.205 -1.229 0.037
S 3.3749 0.1097 0.4861 -2.880 -0.649 1.799 0.326
S 5.3031 0.0875 -0.2915 3.646 1.744 -0.339 0.526
H 1.3815 2.1264 1.7505 -0.851 -0.849 -2.124 0.001
H 0.3563 2.3893 0.1596 1.061 -0.088 0.513 0.007
H 0.5465 -0.2054 1.6979 0.129 0.612 -0.520 0.005
H -0.9045 0.6104 1.1790 0.406 1.162 0.471 0.001
H 0.8105 -0.2736 -0.8387 -1.970 -0.033 1.731 0.001
H 2.7977 2.3221 -0.3518 0.653 0.611 0.415 0.003
H 1.9412 1.1709 -1.2147 0.353 -0.172 0.922 0.001
H 5.8609 1.1735 0.4744 -0.537 -1.491 -1.029 0.048
H -1.3770 -2.2444 -0.7009 3.998 -0.268 2.080 0.000
H -1.8962 -1.5808 -2.0049 -0.052 -0.933 1.983 0.000
O -2.1225 -2.0814 -1.1659 -4.110 1.213 -4.029 0.000
H -6.2302 -1.8892 0.4857 -0.978 -0.101 -0.860 0.000
H -6.4043 -2.8803 -0.6402 -0.547 0.590 0.142 0.000
O -6.8878 -2.1421 -0.2126 1.557 -0.477 0.702 0.000